# 1
153
Properties=species:S:1:pos:R:3 method="wB97M-V/def2-TZVPD" relative_energy_ev=3.412 largest_force_ev_per_a=8.94 lumo_ev=0.31 smiles="CC1(C)CCCC(C)(C)N1O.CC1(C)CCCC(C)(C)N1O.CC1(C)CCCC(C)(C)N1O.CC1(C)CCCC(C)(C)N1O.COC[C@H](C)N.NC(N)=O.NC(N)=O" homo_ev=-7.429 energy_ev=-72830.5334
C -36.19620 7.83671 -23.86068
C -35.89924 6.38846 -24.28347
C -37.24675 5.85778 -24.93597
C -34.80825 6.47200 -25.32871
C -34.14702 5.12894 -25.69479
C -33.66653 4.28125 -24.48380
C -34.73873 4.21105 -23.31452
C -35.71782 3.13728 -23.69340
C -34.02475 3.80338 -22.05992
N -35.40490 5.57519 -23.14369
O -36.25475 5.57213 -22.15905
H -36.26413 8.57875 -24.65621
H -37.08884 7.80501 -23.23596
H -35.33173 8.11543 -23.25809
H -37.85197 5.42661 -24.13854
H -37.97803 6.56244 -25.33193
H -37.26262 5.00075 -25.60928
H -35.23446 6.92457 -26.22405
H -34.01775 7.10506 -24.92564
H -34.79606 4.50521 -26.30944
H -33.23200 5.39968 -26.22162
H -32.66672 4.52498 -24.12452
H -33.47883 3.27451 -24.85709
H -36.74752 3.34831 -23.40480
H -35.41925 2.16905 -23.29156
H -35.77423 3.06258 -24.77938
H -33.13882 3.19756 -22.25022
H -34.70194 3.46113 -21.27737
H -33.56364 4.68333 -21.61143
H -35.77264 6.15017 -21.56319
C -34.20401 17.29750 -25.44062
C -34.86116 17.34437 -26.85284
C -36.38707 17.88229 -26.80745
C -33.97263 18.27498 -27.70312
C -34.13682 18.10345 -29.26547
C -33.86250 16.61735 -29.66664
C -34.79734 15.64653 -28.88060
C -36.24257 15.66644 -29.54104
C -34.21777 14.25385 -29.13911
N -34.76984 15.93136 -27.38312
O -35.69295 15.09744 -26.67237
H -33.20364 17.71401 -25.32282
H -34.87402 17.78828 -24.73470
H -34.09200 16.28820 -25.04455
H -36.87141 17.51207 -27.71102
H -36.86583 17.58528 -25.87435
H -36.52365 18.90264 -27.16568
H -33.87909 19.31931 -27.40528
H -32.91699 18.09556 -27.49933
H -35.14924 18.48424 -29.39996
H -33.47041 18.79984 -29.77443
H -32.79308 16.42327 -29.58431
H -34.09329 16.59612 -30.73172
H -36.66821 16.66986 -29.55072
H -36.90982 14.93232 -29.08942
H -36.10744 15.40582 -30.59076
H -34.83780 13.43319 -28.77833
H -33.29143 14.25554 -28.56465
H -33.85659 14.03007 -30.14288
H -35.12568 14.36588 -26.41818
C -28.12391 14.32937 -24.27994
C -28.51197 13.13208 -23.41406
C -28.95515 12.05952 -24.43262
C -27.21513 12.70834 -22.72781
C -27.31602 11.73461 -21.60285
C -28.25564 12.30379 -20.55900
C -29.68552 12.68048 -21.15225
C -30.60038 11.41325 -21.28737
C -30.33171 13.65463 -20.05371
N -29.58036 13.46779 -22.42295
O -30.77212 13.81575 -22.96646
H -27.32097 14.13907 -24.99210
H -28.97693 14.68466 -24.85807
H -27.78340 15.04558 -23.53214
H -29.49035 11.25059 -23.93533
H -29.74901 12.44148 -25.07449
H -28.16597 11.61376 -25.03808
H -26.56786 12.13849 -23.39446
H -26.63120 13.57997 -22.43219
H -27.60123 10.76919 -22.02085
H -26.36660 11.65792 -21.07293
H -27.71876 13.10735 -20.05486
H -28.31531 11.50900 -19.81546
H -30.06030 10.61254 -21.79263
H -31.56631 11.56802 -21.76813
H -30.82571 11.13543 -20.25774
H -31.27913 14.10833 -20.34465
H -29.72739 14.55630 -19.95426
H -30.37495 13.28289 -19.02997
H -31.26203 12.99589 -23.06348
C -31.68602 9.15181 -30.59949
C -32.39741 8.82636 -29.25255
C -33.75134 9.59022 -29.19561
C -32.68493 7.23178 -29.10806
C -31.37245 6.44840 -28.65993
C -30.95097 7.11296 -27.36555
C -30.48001 8.60867 -27.39900
C -30.34030 9.07536 -25.95904
C -29.16319 8.75024 -28.13201
N -31.63544 9.33337 -28.03182
O -31.42936 10.70121 -28.13591
H -32.25423 9.80659 -31.26018
H -30.70585 9.60959 -30.46610
H -31.41900 8.32052 -31.25199
H -33.80818 10.67048 -29.32940
H -34.37317 9.21608 -30.00890
H -34.17351 9.32512 -28.22628
H -33.45668 7.20143 -28.33891
H -33.21273 6.94126 -30.01642
H -31.62533 5.40735 -28.45906
H -30.59007 6.66000 -29.38878
H -30.16468 6.47644 -26.95972
H -31.70292 7.04610 -26.57929
H -29.58024 8.57367 -25.36009
H -31.33709 9.02889 -25.52048
H -30.12231 10.14258 -25.91882
H -29.21439 8.27395 -29.11110
H -28.44412 8.21602 -27.51100
H -28.83652 9.77140 -28.32853
H -31.96767 11.02845 -27.41152
C -38.96515 12.43892 -26.66747
O -38.59251 12.37503 -25.34773
C -37.94670 11.19401 -24.95407
C -37.59193 11.30863 -23.43665
C -38.86295 11.48273 -22.53439
N -36.80415 12.49412 -23.22495
H -39.35009 11.56971 -27.20076
H -38.19409 12.75729 -27.36906
H -39.69662 13.24372 -26.59450
H -38.68148 10.40138 -25.09524
H -37.00330 11.07164 -25.48618
H -36.99009 10.49940 -23.02308
H -38.43110 11.56804 -21.53722
H -39.36037 10.51290 -22.52456
H -39.51558 12.31951 -22.78332
H -37.38992 13.31308 -23.30417
H -36.44045 12.46701 -22.28309
N -34.50786 11.74965 -24.74964
C -33.46601 12.53734 -24.86804
N -33.85685 13.76566 -24.65690
O -32.30146 12.16524 -25.05920
H -34.34906 10.77393 -24.95667
H -35.46642 11.97681 -24.52682
H -34.84402 13.91550 -24.50480
H -33.27508 14.56785 -24.85215
N -37.63682 16.46843 -22.68559
C -37.02244 15.74020 -23.48811
N -37.63675 15.33483 -24.50142
O -35.87495 15.43151 -23.19224
H -38.53543 16.83969 -22.95904
H -37.30347 16.71356 -21.76424
H -38.53604 15.72790 -24.73987
H -37.26338 14.63584 -25.12760

---

# 2
106
Properties=species:S:1:pos:R:3 method="wB97M-V/def2-TZVPD" charge=-1 largest_force_ev_per_a=0.65 lumo_ev=1.85 homo_ev=-4.158 energy_ev=-99928.7725
Cd -0.21007 0.42046 -0.14955
O -2.74636 5.80738 0.42304
C -2.56060 5.24661 1.61536
O -2.83802 5.84095 2.63593
C -2.01154 3.87440 1.64442
C -1.81118 3.12992 2.81465
N -1.30548 1.93037 2.54161
N -1.17746 1.86040 1.20516
C -1.57845 3.00417 0.63614
C -1.39765 3.15990 -0.84146
O -1.89407 4.14415 -1.41273
O -0.72080 2.25462 -1.42520
H -2.43560 5.20316 -0.31943
H -2.02022 3.43488 3.82735
H -0.47643 -0.02142 3.21763
S -0.27481 -1.35640 3.20119
C 3.70433 -3.43927 -1.41562
C 2.31933 -3.50319 -0.80329
N 1.66554 -2.21866 -0.95392
C 1.97593 -1.23926 -1.84453
N 1.30486 -0.12506 -1.80980
C 1.59796 0.89453 -2.81199
C 3.05886 0.86891 -3.21766
C 3.39532 -0.52362 -3.70881
N 3.01064 -1.49943 -2.70295
C 3.57649 -2.83239 -2.80085
H 4.13713 -4.43821 -1.46786
H 4.35773 -2.81268 -0.80578
H 2.36898 -3.74298 0.26137
H 1.74100 -4.29538 -1.29684
H 0.87744 -2.02208 -0.36294
H 1.30522 1.86134 -2.40921
H 0.96573 0.73852 -3.69843
H 3.68237 1.10319 -2.35029
H 3.26757 1.60739 -3.99258
H 4.46902 -0.63427 -3.88260
H 2.88489 -0.72735 -4.66028
H 4.55308 -2.73455 -3.27793
H 2.96165 -3.47791 -3.44438
C 0.94086 4.75159 4.99481
C 2.12203 4.40192 5.88322
S 3.48112 3.64352 5.00931
O 4.62264 3.62412 5.88978
O 3.60555 4.28140 3.71702
C 2.90904 1.98490 4.73393
C 3.75543 1.22911 3.69873
N 2.89119 0.35978 2.92713
C 2.21055 0.72505 1.82695
N 1.39443 -0.19299 1.36969
C 1.38719 -1.29639 2.32620
C 2.53761 -0.99143 3.18984
N 3.20176 -1.86087 3.92693
O 4.24687 -1.51193 4.56530
O 2.78067 -3.05698 3.95201
C 2.35110 2.07354 1.19877
H 0.21698 5.33578 5.56157
H 0.42991 3.86205 4.62689
H 1.26276 5.33599 4.13540
H 1.85627 3.70349 6.67774
H 2.57169 5.27951 6.35176
H 1.89032 2.08731 4.35672
H 2.88635 1.46839 5.69279
H 4.49865 0.60863 4.18911
H 4.24247 1.92772 3.01989
H 1.47487 -2.28151 1.86320
H 2.66788 2.83420 1.91049
H 1.39772 2.38778 0.77480
H 3.09229 2.03373 0.39693
C -0.85033 -1.86431 -3.98465
C -1.80140 -2.65398 -3.07048
C -3.08473 -2.95561 -3.84319
C -1.10126 -3.96241 -2.70239
P -2.06203 -1.57372 -1.54937
C -3.24528 -0.32535 -2.18237
C -4.63768 -0.39538 -2.09103
C -5.43523 0.61495 -2.60196
C -4.85820 1.71693 -3.21988
C -3.48070 1.79948 -3.32620
C -2.68632 0.78248 -2.81616
C -2.93730 -2.55701 -0.22087
C -1.84283 -3.38053 0.47669
C -4.04850 -3.52010 -0.65092
C -3.47824 -1.55183 0.80665
H -0.60333 -2.47728 -4.85640
H 0.07431 -1.60481 -3.46790
H -1.30859 -0.94381 -4.34510
H -2.82529 -3.49376 -4.75943
H -3.60681 -2.04250 -4.12670
H -3.77259 -3.58109 -3.27357
H -0.87284 -4.50973 -3.62099
H -1.71708 -4.60895 -2.07888
H -0.16062 -3.77547 -2.18190
H -5.11598 -1.23465 -1.60999
H -6.51110 0.54852 -2.50187
H -5.48068 2.52064 -3.59121
H -3.01270 2.67703 -3.75075
H -1.61271 0.89263 -2.85818
H -1.28202 -4.01828 -0.20762
H -2.30262 -4.02473 1.22975
H -1.14875 -2.72839 1.00406
H -3.65770 -4.35999 -1.22680
H -4.83363 -3.04963 -1.24046
H -4.51322 -3.93419 0.24765
H -2.76995 -0.74698 1.02631
H -3.65109 -2.07432 1.75051
H -4.41356 -1.09241 0.49176

---

# 3
16
Properties=species:S:1:pos:R:3 method="wB97M-V/def2-TZVPD" relative_energy_ev=2.859 largest_force_ev_per_a=5.07 lumo_ev=0.92 smiles=CP(C)CCCl homo_ev=-8.610 energy_ev=-26118.7583
C 0.21414 -0.54666 -1.99691
P 0.74365 0.79950 -0.87760
C 1.87936 -0.27028 0.10224
C -0.64382 1.01240 0.89015
C -2.13467 1.46380 1.30776
Cl -2.14694 3.21999 1.53355
H 1.25552 -1.19104 -2.15075
H -0.54261 -1.14906 -1.60010
H -0.15648 -0.02813 -2.89033
H 1.42304 -1.18729 0.29521
H 2.50766 -0.41892 -0.73975
H 2.25228 0.06482 1.12676
H -0.57974 0.00839 1.27737
H 0.01233 1.67299 1.42042
H -2.75476 1.26805 0.33016
H -2.54416 0.79858 2.07357

---

# 4
18
Properties=species:S:1:pos:R:3 method="wB97M-V/def2-TZVPD" relative_energy_ev=7.529 largest_force_ev_per_a=3.18 lumo_ev=-1.60 homo_ev=-6.717 energy_ev=-6409.4115
C -1.95779 0.88495 -0.79092
C -0.66515 0.41214 -0.99287
C -0.03536 -0.65178 0.23880
C -1.02361 -0.84635 1.43995
C 1.30202 -0.04216 0.51505
C 2.14416 0.22682 -0.69695
H -1.64919 -0.01637 1.33350
H -2.66012 0.62848 -1.58794
H -1.96437 1.96482 -0.63375
H -0.28642 -0.07452 -1.89923
H 0.05658 1.21957 -0.79768
H -1.53704 -1.79921 1.35051
H -0.48399 -0.86878 2.38196
H 1.25573 0.66968 1.33980
H 0.04451 -1.58652 -0.32180
H 2.54671 1.24449 -0.68096
H 3.00461 -0.40513 -0.89730
H 1.90870 -0.96013 0.69983